Entry 1:
Below is a molecular structure, C20H28Cl2N2O2S4SiTi, with properties calculated with the ωB97M-V functional and the def2-TZVPD basis.

The geometry in XYZ format:
```
60
Properties=species:S:1:pos:R:3:mulliken_charge:R:1
Ti -0.60340 -1.19402 -0.74983 0.063
S -1.17398 -2.19238 1.33252 -0.513
S 0.12660 -3.35491 0.16435 -0.402
S -2.92015 -0.68438 -1.30158 -0.347
S -1.80402 -1.91941 -2.57210 -0.373
C 2.20796 -0.95848 1.44959 -1.436
N 1.33218 0.19400 1.26586 1.460
C 2.08106 1.25508 0.60834 -1.228
C 0.85672 0.60612 2.58090 -1.198
C 0.22746 1.99139 2.67882 -1.409
N -0.86568 2.28177 1.78000 1.219
C -1.99744 1.39421 1.95160 -0.696
C -1.27948 3.66064 1.92535 -1.359
H 3.07936 -0.68114 2.07305 0.440
H 2.55319 -1.30920 0.48138 0.193
H 1.65950 -1.76672 1.92829 0.362
H 2.92399 1.59874 1.23953 0.308
H 1.42987 2.10019 0.39550 0.181
H 2.47643 0.88235 -0.33520 0.208
H 1.70982 0.63114 3.28756 0.431
H 0.17620 -0.16792 2.94112 0.372
H 0.99543 2.75055 2.50756 0.447
H -0.09105 2.11223 3.73740 0.435
H -2.46982 1.52188 2.94576 0.277
H -1.69274 0.35540 1.84126 -0.223
H -2.74144 1.60588 1.18264 0.136
H -1.63424 3.87575 2.95396 0.387
H -2.08820 3.88272 1.22887 0.314
H -0.44641 4.33147 1.70274 0.283
C -1.23876 1.17239 -6.50799 -0.438
C 0.04340 1.26419 -5.99059 -0.589
C 0.23813 1.31619 -4.61266 -0.323
C -0.83267 1.26218 -3.71702 0.511
C -2.11872 1.15900 -4.26507 -0.176
C -2.32236 1.12044 -5.63509 -0.619
Si -0.52635 1.32056 -1.82860 0.443
C -1.54869 2.90181 -1.40156 0.575
C -0.88879 4.13730 -1.39168 -0.296
C -1.55575 5.33572 -1.16764 -0.612
C -2.92594 5.33539 -0.93657 -0.442
C -3.60587 4.12331 -0.93405 -0.635
C -2.92758 2.93226 -1.16305 -0.155
H -1.39907 1.13046 -7.58037 0.341
H 0.90172 1.28345 -6.65368 0.381
H 1.25115 1.38705 -4.22575 0.455
H -2.96700 1.08255 -3.59253 0.310
H -3.32932 1.03330 -6.02952 0.356
H 0.84684 1.94645 -1.85297 -0.448
H 0.18257 4.15686 -1.56841 0.322
H -1.00312 6.26967 -1.17179 0.370
H -3.45826 6.26360 -0.75997 0.313
H -4.67519 4.10442 -0.75112 0.346
H -3.47227 1.99189 -1.15342 0.125
Cl 1.28517 -3.45875 -3.62178 -0.176
C 1.48412 -1.71238 -3.89017 0.724
Cl 2.53867 -1.42933 -5.29534 -0.228
C 2.03310 -1.05355 -2.59485 0.004
O 3.12759 -0.52267 -2.59083 -0.686
O 1.21284 -1.13666 -1.62436 0.192
H 0.50703 -1.30381 -4.12560 -0.274
```

Computed properties:
multiplicity	1
net charge	-2
energy	-127653.539	eV
frontier orbital gap	5.512	eV

Entry 2:
Below is a molecular structure, C20H28Cl2N2O6Sm in a non-equilibrium geometry, with properties calculated with the ωB97M-V functional and the def2-TZVPD basis.

The geometry in XYZ format:
```
59
Properties=species:S:1:pos:R:3:mulliken_charge:R:1
Sm -1.52493 -0.17250 1.25303 0.993
Cl -3.92957 0.79321 1.18968 -0.546
N -0.16044 2.29159 0.34934 0.369
N -0.45838 -2.43756 0.49566 0.200
C -0.90552 2.94884 -0.49839 0.265
C -0.84137 -3.08141 -0.57219 0.410
C 1.06858 3.11401 0.53695 1.595
C 0.58108 4.50185 0.11028 -0.696
C 2.15967 2.60602 -0.38822 -1.434
C 1.56301 3.09696 1.96548 -1.924
H 1.84683 2.66050 -1.43998 0.230
H 2.38646 1.56392 -0.14008 0.193
H 3.06458 3.20753 -0.25062 0.445
H 0.74085 3.29697 2.65228 0.387
H 2.33700 3.86789 2.07957 0.450
H 1.98867 2.12980 2.22509 0.231
C 0.62881 -3.22771 1.13072 1.390
C 0.67798 -4.49909 0.27444 -0.750
C 0.27804 -3.53094 2.57763 -1.588
C 1.93727 -2.46252 1.05219 -1.557
H 2.13073 -2.16740 0.01262 0.368
H 2.74942 -3.11426 1.39964 0.424
H 1.87979 -1.56408 1.67896 0.200
H -0.64135 -4.12455 2.60855 0.447
H 0.10417 -2.60083 3.12870 0.117
H 1.09441 -4.10246 3.03828 0.425
O -0.24220 -4.24376 -0.82584 -0.379
H 0.30466 -5.38393 0.80548 0.329
H 1.66496 -4.72790 -0.14798 0.298
O -0.59562 4.22807 -0.71478 -0.398
H 1.27688 5.09167 -0.50135 0.278
H 0.23438 5.10386 0.96085 0.350
C -2.00875 2.36061 -1.30941 -1.315
C -1.85944 -2.57171 -1.53779 -1.554
C -1.34397 -1.26018 -2.07369 0.337
H -2.79225 -2.42312 -0.96447 0.327
H -2.03711 -3.32303 -2.31294 0.426
C -1.53718 -0.09778 -1.37432 0.390
C -1.43848 1.13173 -1.97272 0.090
H -2.02092 -0.53854 3.58702 0.303
C -0.68431 1.22713 -3.17823 1.327
C -0.23171 0.04683 -3.77587 -1.274
C -0.38342 2.55509 -3.79975 -1.690
C -0.56386 -1.20717 -3.26020 1.190
H 0.35850 0.10294 -4.69250 0.208
C -0.15652 -2.46663 -3.95871 -1.728
H 0.51378 -2.22004 -4.78823 0.391
H -1.02156 -3.00600 -4.37091 0.310
H 0.36178 -3.16022 -3.28204 0.219
H -1.27849 3.18491 -3.88678 0.296
H 0.03317 2.40240 -4.80234 0.445
H 0.35722 3.12653 -3.21907 0.199
H -2.37834 3.11999 -2.00680 0.505
H -2.81351 2.09549 -0.60389 0.014
O -0.88358 1.46979 3.62511 -0.583
Cl 0.30426 0.54617 3.86825 0.987
O 1.50967 1.30112 4.27847 -0.594
O -2.07454 -1.28150 2.94748 -0.769
O 0.60720 -0.00811 2.43576 -0.581
```

Computed properties:
multiplicity	6
net charge	-1
expectation value of S²	8.760
energy	-79408.331	eV
frontier orbital gap (alpha / beta)	6.835 / 6.844	eV

Entry 3:
Below is a molecular structure, C20H28CrNO2S in a non-equilibrium geometry, with properties calculated with the ωB97M-V functional and the def2-TZVPD basis.

The geometry in XYZ format:
```
53
Properties=species:S:1:pos:R:3:mulliken_charge:R:1
O 0.18636 0.55066 -4.56557 -0.378
C 1.09085 -0.28491 -5.35271 -0.429
C 1.10513 0.66234 -6.55375 -0.860
H 0.64501 -1.26195 -5.56755 0.287
H 2.06425 -0.39056 -4.86234 0.254
C 0.12305 1.49590 -5.67544 1.577
H 0.65559 0.25911 -7.46015 0.303
H 2.05839 1.15672 -6.73509 0.303
C -1.26157 1.59883 -6.28667 -1.649
H -1.63105 0.61729 -6.60604 0.375
H -1.22197 2.25605 -7.16519 0.384
H -1.96331 2.03854 -5.56817 0.373
C 0.65641 2.86199 -5.29269 -1.687
H 1.67155 2.78908 -4.88553 0.367
H -0.00414 3.32630 -4.55026 0.378
H 0.67914 3.50785 -6.17942 0.397
Cr -0.57242 -0.74873 3.93474 0.492
C 1.10839 0.37295 4.95560 -0.653
C 1.66342 -0.96139 4.83045 -0.897
C 2.01620 -1.16026 3.45849 -0.702
H 1.91814 -1.62636 5.65815 0.535
C 1.77712 0.05773 2.75432 0.217
C 1.15834 0.97862 3.63989 -1.014
H 0.91265 2.01342 3.40126 0.411
H 0.85001 0.86594 5.89501 0.428
H 2.47141 -2.05127 3.03133 0.404
H 2.19824 0.30327 1.78324 0.632
C -2.52695 -0.37685 4.71483 -0.519
C -2.04353 0.85293 4.14026 -0.861
C -1.98547 0.66072 2.71396 -0.461
H -1.80189 1.77147 4.67931 0.463
C -2.42318 -0.66346 2.41099 0.105
C -2.68709 -1.33730 3.64372 -1.057
H -3.08078 -2.35058 3.73114 0.439
H -2.77935 -0.52271 5.75512 0.626
H -1.77448 1.44227 1.98373 0.458
H -2.63322 -1.06254 1.41984 0.378
O -0.05384 -0.91879 1.00395 0.152
C -0.11527 0.22943 0.13218 -0.757
C 0.72318 -0.08969 -1.09253 -0.338
H 0.21655 1.12303 0.67888 0.256
H -1.16554 0.39353 -0.15187 0.359
C 0.60112 -1.61859 -1.17487 -0.640
H 1.76784 0.18119 -0.88922 0.247
H 0.38417 0.41953 -1.99718 0.218
C 0.53514 -2.02006 0.29198 -0.465
H 1.42064 -2.09521 -1.71383 0.355
H -0.34921 -1.87003 -1.66384 0.270
H 1.54774 -2.19088 0.68740 0.171
H -0.06150 -2.91965 0.48339 0.240
S -0.76898 -2.12875 8.17308 -0.573
C -0.67109 -2.11018 6.60606 0.443
N -0.63019 -2.02600 5.39760 -0.355
```

Computed properties:
multiplicity	5
net charge	-1
expectation value of S²	6.024
energy	-66034.151	eV
frontier orbital gap (alpha / beta)	4.137 / 5.664	eV

Entry 4:
Below is a molecular structure, C20H28I2N3Ti, with properties calculated with the ωB97M-V functional and the def2-TZVPD basis.

The geometry in XYZ format:
```
54
Properties=species:S:1:pos:R:3:mulliken_charge:R:1
Ti -0.21529 0.24303 -0.12717 -0.055
C -3.37052 -0.75994 1.90201 -1.532
C -3.21392 0.31229 0.82203 0.602
C -3.15835 1.69812 1.42843 0.238
C -4.35931 2.21072 1.90570 -0.464
C -4.40569 3.36648 2.66550 -0.991
C -3.21003 3.95908 3.03839 -0.635
C -1.98704 3.48272 2.58532 0.418
C -0.74960 3.97484 3.31334 -0.779
C -0.57127 3.17979 4.61105 -1.155
C -1.97023 2.41951 1.65372 0.137
N -0.79536 2.04239 0.98026 1.005
C 0.00066 2.98251 0.55646 0.075
C 1.20520 2.68666 -0.11092 -0.297
C 2.20127 3.55165 -0.58993 -1.017
C 3.16779 2.73314 -1.16852 -0.591
C 2.70862 1.41226 -1.02912 -0.908
N 1.53981 1.38436 -0.39142 0.524
H -3.36529 -1.75399 1.45323 0.391
H -4.30539 -0.62315 2.44963 0.441
H -2.55076 -0.71133 2.61656 0.242
H -4.08390 0.26745 0.15975 0.403
H -2.39056 0.04080 0.15568 -0.555
H -5.27573 1.67441 1.68337 0.439
H -5.35097 3.76515 3.01070 0.391
H -3.21531 4.79483 3.73067 0.389
H -0.88083 5.03473 3.55194 0.478
H 0.16547 3.88933 2.73755 0.210
H -1.45333 3.27639 5.24746 0.339
H 0.30129 3.53375 5.16296 0.361
H -0.41394 2.12417 4.38665 0.188
H -0.25195 4.03679 0.65688 0.610
H 2.21195 4.62675 -0.49742 0.480
H 4.09751 3.03503 -1.62432 0.431
H 3.17680 0.50201 -1.37200 0.501
I 1.91652 0.51850 2.98583 -0.252
C 0.26723 -0.55908 2.01210 -0.997
I -0.24522 -2.49068 -0.75770 -0.481
H -0.50623 -0.48899 2.78140 0.172
H 0.64293 -1.58135 2.04015 0.588
C -2.91701 0.17697 -2.94415 -1.499
C -1.58721 0.93290 -2.85059 1.331
C -1.82884 2.44187 -2.95569 -1.487
C -0.64302 0.47000 -3.96525 -1.628
N -0.95868 0.65471 -1.59150 -0.199
H -3.37318 0.31660 -3.92887 0.455
H -3.61004 0.54646 -2.18606 0.235
H -2.74783 -0.88758 -2.77609 0.312
H -2.29835 2.69200 -3.91175 0.464
H -0.88007 2.97577 -2.87362 0.295
H -2.48086 2.77333 -2.14425 0.260
H -1.07868 0.65867 -4.95117 0.424
H -0.44608 -0.59751 -3.85742 0.347
H 0.30362 1.00710 -3.88550 0.343
```

Computed properties:
multiplicity	1
net charge	-1
energy	-64985.126	eV
frontier orbital gap	7.237	eV